Entry 1:
3 unconnected molecules or ions with the total composition C18H41BINO11PS2 at a distorted geometry. Source: OMol25; level of theory: ωB97M-V with the def2-TZVPD basis set.

Results
Charge ... -1
HOMO level ... -3.97 eV
Calculated total energy ... -3053.13142 Eh

Positions of all 76 atoms, in Å:
C  -5.25694  -3.68669  2.97425
B  -4.78607  -2.22821  3.36313
O  -5.11999  -1.82060  4.64796
P  -3.81054  -0.92171  2.24420
C  -2.62820  -2.30241  1.56516
C  -1.18599  -1.94790  1.21343
C  -0.93356  -1.84771  -0.31613
C  0.52162  -2.08097  -0.59558
O  1.02171  -3.15032  -0.81136
O  1.33496  -0.98188  -0.51408
C  -2.99908  0.56847  1.30486
C  -2.41866  1.69756  2.13612
C  -2.00649  2.89803  1.26339
I  -0.75954  1.28504  3.44531
N  -5.07973  -1.24951  0.73298
C  -6.39778  -0.79380  0.93350
C  -7.47076  -1.86669  0.88753
O  -6.71448  0.35847  1.13767
C  -4.71553  -1.23531  -0.61985
C  -4.89945  0.03071  -1.44354
O  -4.30993  -2.23517  -1.18702
H  -6.22318  -3.90968  3.44168
H  -5.33543  -3.86252  1.90274
H  -4.52846  -4.37959  3.40917
H  -4.38461  -1.35699  5.06660
H  -4.68823  0.12794  2.79464
H  -2.89340  -0.71456  3.38014
H  -2.58638  -2.98818  2.41984
H  -3.06927  -2.89506  0.76106
H  -0.51369  -2.73427  1.57178
H  -0.84093  -1.02394  1.67959
H  -1.48762  -2.64109  -0.81349
H  -1.23590  -0.87013  -0.69650
H  0.83010  -0.20335  -0.78201
H  -3.90004  1.05548  0.91384
H  -2.39432  0.33735  0.42138
H  -3.21804  2.03323  2.79690
H  -2.05007  3.81848  1.84925
H  -0.96682  2.79726  0.94798
H  -2.65041  2.96384  0.38724
H  -8.29839  -1.51182  0.27418
H  -7.07527  -2.80841  0.51670
H  -7.83786  -2.02039  1.90489
H  -4.77367  -0.21933  -2.49490
H  -5.90806  0.41682  -1.28940
H  -4.19136  0.80558  -1.16309
O  7.33443  -0.74132  -2.22767
S  7.32649  -0.86530  -0.79902
O  7.75852  -2.08578  -0.19339
O  5.90710  -0.45264  -0.24910
C  4.71956  -1.08924  -0.81304
C  4.48661  -2.47553  -0.26211
C  8.22707  0.47290  -0.09241
H  4.79674  -1.09378  -1.90071
H  3.90015  -0.43025  -0.53832
H  5.25609  -3.17254  -0.59438
H  3.51448  -2.83523  -0.60059
H  4.49684  -2.45854  0.82779
H  7.87068  1.40348  -0.52523
H  9.27485  0.31283  -0.33683
H  8.08065  0.45884  0.98409
O  2.67719  3.96006  -1.85242
S  3.38672  4.32292  -3.04096
O  3.03796  3.71426  -4.28676
O  4.94350  4.15492  -2.78038
C  5.39046  2.88970  -2.22712
C  5.44993  1.78206  -3.25268
C  3.37891  6.07184  -3.23195
H  4.74777  2.62532  -1.38610
H  6.38064  3.10913  -1.83032
H  4.45167  1.50839  -3.59425
H  5.91726  0.90156  -2.81482
H  6.02499  2.08785  -4.12708
H  3.68084  6.52766  -2.29339
H  2.35946  6.35379  -3.48543
H  4.05820  6.33660  -4.03758

Here are the Mulliken charges for atoms 1 to 8, given in e: -1.019, 1.028, -0.643, 0.422, -1.204, -0.293, -0.151, 0.063

=====

Entry 2:
C5H7N3O in the gas phase at a distorted geometry. Source: OMol25; level of theory: ωB97M-V with the def2-TZVPD basis set.

Results
Charge ... 0
HOMO level ... -8.08 eV
Calculated total energy ... -434.07931 Eh
ΔE to the lowest compared entry with this formula, charge and spin ... 433.2 kJ/mol
Structure (SMILES) ... [H]/N=C1/NC=CC/C1=N/O

Positions of all 16 atoms, in Å:
C  -0.69142  -0.09375  -0.09209
C  -0.56529  1.14058  -0.84949
C  0.92241  1.55121  -0.85701
C  1.86704  0.71810  -0.40015
C  0.33578  -0.77716  0.87862
H  -3.21280  -1.85798  0.24923
H  -1.05122  0.97098  -1.81153
H  -1.30710  1.97382  -0.41758
H  1.27511  2.08698  -1.84681
H  2.90333  1.14043  -0.44536
H  2.29393  -0.80718  1.02316
H  -0.43689  -2.08273  1.88362
N  -1.91055  -0.57422  -0.15248
N  1.60955  -0.27355  0.44666
N  0.38366  -1.65924  1.78897
O  -2.41553  -1.45629  0.60225

Here are the natural (NBO) charges for atoms 1 to 8, given in e: 0.085, -0.473, -0.312, 0.007, 0.414, 0.490, 0.249, 0.227

=====

Entry 3:
A molecular structure, C6H6O at a distorted geometry. Source: OMol25; level of theory: ωB97M-V with the def2-TZVPD basis set.

Results
Charge ... 0
HOMO level (alpha / beta) ... -7.58 / -7.56 eV
Calculated total energy ... -307.14898 Eh
ΔE to the lowest compared entry with this formula, charge and spin ... 825.6 kJ/mol

Positions of all 13 atoms, in Å:
C  -0.53157  -0.61960  -0.18248
C  -1.93562  -0.79854  0.39590
C  0.66803  -0.91999  -0.18291
C  -1.11414  0.67099  -0.55960
C  1.93470  -1.64799  -0.19332
C  -0.83133  1.90872  0.22204
O  -2.47898  0.21495  -0.11514
H  2.60624  -0.91496  -0.41834
H  1.92840  -2.35487  -1.02287
H  2.08370  -2.07864  0.75531
H  0.31850  1.99061  0.57125
H  -1.37994  1.82536  1.15646
H  -1.26800  2.72397  -0.42629

Here are the natural (NBO) charges for atoms 1 to 8, given in e: -0.385, 0.363, 0.217, 0.221, -0.690, -0.704, -0.444, 0.236

=====

Entry 4:
A gas-phase ion, C4H8N (charge +1) at a distorted geometry. Source: OMol25; level of theory: ωB97M-V with the def2-TZVPD basis set.

Results
Charge ... +1
HOMO level ... -15.34 eV
Calculated total energy ... -211.54277 Eh
ΔE to the lowest compared entry with this formula, charge and spin ... 337.0 kJ/mol
Structure (SMILES) ... C#C[NH+](C)C

Positions of all 13 atoms, in Å:
C  -2.55962  0.24740  0.30654
C  -1.30708  0.13373  -0.03198
C  0.77093  1.18722  0.10404
C  0.66337  -1.29259  0.14724
N  0.03900  -0.01602  -0.28972
H  -3.48280  0.40692  0.04058
H  1.78766  0.76260  0.38314
H  1.08623  1.82471  -0.72861
H  0.28568  1.70914  0.94264
H  0.29193  -2.14374  -0.32079
H  1.61328  -1.35908  -0.38289
H  0.63253  -1.38107  1.19919
H  0.17889  -0.07923  -1.36938

Here are the natural (NBO) charges for atoms 1 to 8, given in e: -0.028, 0.060, -0.432, -0.409, -0.406, 0.235, 0.239, 0.260

=====

Entry 5:
2 unconnected molecules or ions with the total composition C3H7PS2 at a distorted geometry. Source: OMol25; level of theory: ωB97M-V with the def2-TZVPD basis set.

Results
Charge ... 0
HOMO level ... -8.82 eV
Calculated total energy ... -1256.14628 Eh
ΔE to the lowest compared entry with this formula, charge and spin ... 141.4 kJ/mol
Structure (SMILES) ... C1PS1.CC=S

Positions of all 13 atoms, in Å:
C  4.08401  -0.32087  -1.22227
C  -1.99414  -0.98502  0.59690
C  -3.13491  -0.11890  0.25555
P  4.35691  -1.17256  0.46832
S  5.06945  0.68989  -0.04629
S  -1.01469  -1.64653  -0.48522
H  4.37052  -0.79260  -2.16404
H  3.11041  0.17940  -1.22034
H  -1.58457  -0.82947  1.55921
H  -3.94223  0.04155  0.98440
H  -3.63780  -0.52238  -0.74345
H  -2.62771  0.88723  0.19651
H  3.07125  -0.92617  0.76489

Here are the natural (NBO) charges for atoms 1 to 8, given in e: -0.752, -0.255, -0.693, 0.428, -0.075, 0.045, 0.240, 0.224

=====

Entry 6:
A molecular structure, C27H30BBeF4N5O at a distorted geometry. Source: OMol25; level of theory: ωB97M-V with the def2-TZVPD basis set.

Results
Charge ... 0
HOMO level ... -7.08 eV
Calculated total energy ... -1835.00972 Eh
ΔE to the lowest compared entry with this formula, charge and spin ... 0.0 kJ/mol

Positions of all 69 atoms, in Å:
Be  19.12851  -15.93683  19.57777
B  17.48765  -13.74172  20.51720
F  17.56093  -14.20983  19.22076
F  16.26918  -13.28647  20.91054
F  17.78462  -14.84193  21.25515
F  18.43947  -12.74723  20.81666
C  21.64973  -20.17948  18.57421
C  21.76004  -18.68936  18.33828
O  20.80738  -17.84602  18.92269
H  21.87425  -20.31825  19.63178
H  22.34595  -20.80439  18.01488
H  20.63104  -20.52545  18.39904
H  21.81123  -18.47562  17.27067
H  22.77426  -18.33344  18.51931
N  20.97637  -14.78154  21.07104
C  22.17244  -14.32213  20.61223
C  23.20964  -13.87746  21.46770
C  22.98349  -13.91424  22.82043
C  21.73614  -14.30271  23.30572
C  20.80848  -14.79839  22.40966
H  22.24538  -14.13202  19.55160
H  24.10696  -13.44808  21.04718
H  23.73032  -13.53310  23.50115
H  21.47162  -14.36814  24.35078
H  19.97536  -15.18878  22.97526
N  19.08137  -17.30658  22.13509
C  20.10867  -18.23594  22.29600
C  20.26362  -19.00354  23.46668
C  19.43711  -18.72946  24.53305
C  18.43017  -17.84117  24.39318
C  18.25376  -17.15322  23.20864
H  20.78852  -18.42173  21.47765
H  21.08037  -19.69319  23.62066
H  19.59710  -19.15525  25.51260
H  17.92947  -17.50204  25.28799
H  17.49645  -16.38327  23.19955
N  17.00724  -17.39537  19.83425
C  15.84113  -17.10851  20.50831
C  14.79606  -18.04935  20.72598
C  15.00507  -19.37261  20.23942
C  16.11450  -19.66341  19.45453
C  17.12097  -18.70782  19.42500
H  15.81513  -16.11027  20.91972
H  13.91545  -17.72615  21.26121
H  14.19128  -20.08243  20.25632
H  16.10419  -20.60996  18.93458
H  17.94402  -18.87838  18.74684
N  17.91481  -16.48487  17.12721
C  18.72606  -17.35686  16.45260
C  18.64990  -17.31501  15.05608
C  17.64598  -16.52637  14.42399
C  16.75785  -15.79481  15.15001
C  16.95078  -15.78512  16.47136
H  19.37917  -18.04934  16.96281
H  19.37899  -17.86181  14.47657
H  17.59998  -16.57482  13.34605
H  15.97996  -15.21782  14.67212
H  16.19368  -15.21904  16.99362
N  20.08362  -14.28474  17.85543
C  19.58699  -13.17372  17.26889
C  20.22821  -12.61464  16.15511
C  21.38316  -13.13189  15.60580
C  21.97842  -14.20129  16.25483
C  21.22900  -14.74701  17.31365
H  18.72218  -12.69537  17.70442
H  19.76903  -11.76550  15.67085
H  21.88476  -12.50225  14.88584
H  22.92861  -14.56800  15.89556
H  21.62060  -15.69025  17.66487

Here are the natural (NBO) charges for atoms 1 to 8, given in e: 1.641, 1.317, -0.570, -0.546, -0.574, -0.562, -0.631, -0.035